Density functional theory data (ωB97M-V/def2-TZVPD) for 3 unconnected molecules or ions with the total composition C30H29F16N3O4.

As for the HOMO-LUMO gap: 7.1 eV. The HOMO energy comes out at -7.9 eV. As for the SMILES: CCNc1c(CC=O)c(O)c(Cc2ccccc2C)c2nccnc12.FC(F)C(F)(F)COC(F)(F)C(F)F.FC(F)C(F)(F)COC(F)(F)C(F)F. For the largest force on an atom, the calculation gives 5.73 eV/Å.

CARTESIAN COORDINATES (ANGSTROEM)
F1 7.707521 -3.191984 0.758488
F2 -9.595348 -1.191022 1.841792
F3 8.145257 -0.440757 1.591587
F4 9.968846 -3.444828 0.073474
F5 6.410225 -2.444947 2.306224
F6 -6.383314 -1.992852 3.693974
F7 -8.738656 1.431142 1.984194
F8 -8.860992 -1.595767 3.830817
F9 8.846541 -2.711727 -2.320270
F10 -6.182482 -2.769127 5.711461
F11 -7.851878 -0.594108 5.848343
F12 8.543770 -1.210387 3.579101
F13 -5.913844 -0.084459 6.641694
F14 8.030582 -1.391608 -0.794034
F15 11.419327 -2.385194 -1.117123
F16 -7.133635 -0.026913 2.094046
O1 -1.456709 -0.473262 -4.461660
O2 0.153478 -3.487936 -2.570922
O3 -6.450049 0.688842 4.641074
O4 10.504289 -1.321655 0.594200
N1 2.172010 2.768662 -0.945263
N2 -0.757685 3.801867 -1.652932
N3 3.096020 0.215227 -2.002815
C1 10.250099 -2.236732 -0.452862
C2 -5.917469 -1.697434 4.924854
C3 -3.717916 1.963264 -2.427661
C4 0.193931 4.506307 -0.860028
C5 1.228626 2.043759 -1.754348
C6 -0.591194 0.287858 -3.589138
C7 -2.567444 2.103255 -3.528158
C8 -4.766350 3.141320 -2.324946
C9 1.630645 4.018665 -0.526443
C10 -6.560091 -0.425759 5.503256
C11 3.182124 -0.316006 -0.600601
C12 -7.662767 1.185607 4.047030
C13 0.849128 -0.266605 -3.240827
C14 -6.184966 1.922124 -0.333602
C15 9.171744 -1.741518 -1.430874
C16 1.351310 -1.660712 -3.835099
C17 -3.945925 0.766074 -1.463636
C18 10.088145 -1.737915 1.902409
C19 -5.138068 0.744964 -0.434679
C20 -1.108759 1.671699 -3.049281
C21 -0.187111 2.561596 -2.109377
C22 1.725089 0.648305 -2.331489
C23 4.451619 0.376801 0.107327
C24 8.604471 -1.532951 2.251446
C25 -9.258739 -0.601075 3.018573
C26 0.309865 -2.873008 -3.654765
C27 -8.188369 0.468989 2.786842
C28 -5.971686 3.113167 -1.307214
C29 7.702563 -2.748882 2.028180
C30 -2.985828 -0.512647 -1.496322
H1 -0.287925 -3.199409 -4.594306
H2 -5.248015 -0.168755 0.262121
H3 7.991415 -3.576909 2.682271
H4 3.312495 -1.449387 -0.530153
H5 -2.932365 1.545666 -4.470535
H6 -3.043930 -1.051623 -2.502850
H7 -7.397263 2.199011 3.727271
H8 2.309301 4.701014 0.105337
H9 5.419644 0.029997 -0.402873
H10 10.654431 -1.091294 2.581122
H11 -1.160517 -0.189206 -5.367521
H12 9.524394 -0.867826 -1.984382
H13 2.244155 0.076158 -0.053146
H14 -7.035621 1.817297 0.417567
H15 -1.924753 -0.133840 -1.242742
H16 -4.833640 -1.579619 4.850541
H17 -4.728875 4.065954 -3.003989
H18 1.508068 -1.528424 -4.977373
H19 10.436059 -2.747661 2.136010
H20 -0.132471 5.524990 -0.432374
H21 -6.732033 3.961091 -1.277827
H22 2.354969 -2.023027 -3.413710
H23 4.442753 1.531754 0.040835
H24 4.540308 0.090771 1.221056
H25 -8.445551 1.331982 4.796068
H26 -2.534092 3.222536 -3.826718
H27 3.477018 -0.435803 -2.700417
H28 -10.168493 -0.159795 3.436398
H29 -3.269416 -1.215362 -0.619695

Force components x, y, z for each atom (eV/Å):
-0.07 -0.07 0.20
0.17 0.35 -0.09
-0.10 -0.35 0.11
0.12 -0.05 -0.64
0.13 0.33 0.24
0.06 0.26 0.14
-0.36 -0.18 0.35
0.09 0.14 0.01
0.35 -0.08 0.22
-0.09 0.37 0.21
0.29 -0.42 0.18
0.00 -0.53 -0.08
0.19 -0.38 -0.33
0.43 0.12 -0.24
-0.43 0.26 -0.24
-0.33 -0.15 0.13
2.17 1.58 0.30
0.67 2.33 -3.85
-0.69 -1.34 0.00
-1.06 -0.98 -0.59
-4.65 2.71 -0.74
5.40 -0.79 1.75
-2.25 0.04 0.08
1.01 0.11 1.44
0.45 -0.58 -0.26
-3.42 0.81 2.46
0.22 -1.71 -0.90
-0.22 -0.80 -0.71
1.34 3.08 1.92
-0.28 0.65 0.49
-0.91 -2.62 2.35
-1.09 -1.76 -1.24
-0.55 1.73 -0.10
0.94 1.55 1.30
0.36 0.81 0.33
-0.73 3.43 1.82
3.85 -0.58 -2.93
-0.53 0.37 -0.47
-0.35 0.17 -0.65
-1.89 1.61 0.27
0.88 0.35 0.35
0.12 2.91 -2.05
2.21 -2.79 -0.67
-0.58 -1.58 -0.97
-1.83 -1.11 -1.73
0.50 -0.02 0.22
0.27 0.85 -0.44
-0.83 -0.45 -0.47
-0.31 -1.15 2.47
1.04 0.01 0.07
2.11 -2.92 0.05
-0.87 -0.49 0.32
-0.27 0.94 1.11
0.87 0.55 1.30
0.25 1.67 -1.35
0.20 0.12 0.06
-0.55 1.50 -0.23
0.99 0.60 1.58
0.26 0.77 1.50
0.09 -0.29 -0.14
-1.21 -1.29 -1.12
-1.36 0.41 0.69
-0.27 0.10 -0.20
-0.56 -0.52 1.04
0.21 -0.07 0.11
1.44 -1.10 -0.80
1.37 0.45 -1.39
-1.58 -0.84 -0.73
-0.04 0.20 0.14
0.22 -1.67 1.09
-0.27 -0.20 1.79
-0.31 0.03 -0.16
0.51 -1.85 -0.82
1.33 -1.21 -0.19
-1.58 0.73 -0.32
-0.34 -1.99 -0.04
-0.24 0.31 -1.70
0.00 -0.33 -0.13
-0.02 -1.81 0.63
-0.50 0.47 0.52
0.11 0.19 0.02
0.28 1.05 -1.66

Results of the Löwdin charge analysis, in e, for atoms 1 through 5: atom 1 (F): 0.09, atom 2 (F): 0.09, atom 3 (F): 0.12, atom 4 (F): 0.13, atom 5 (F): 0.09



Density functional theory data (ωB97M-V/def2-TZVPD) for a molecular structure, C30H29F2LaN5O5SeSi.

As for the HOMO-LUMO gap (spin up / spin down): 5.6 / 4.9 eV. The HOMO energy (spin up / spin down) comes out at -3.5 / -2.5 eV. For the largest force on an atom, the calculation gives 5.13 eV/Å. Its net charge is -1.

CARTESIAN COORDINATES (ANGSTROEM)
La1 -0.557956 -0.714789 -0.748133
Se1 -4.325947 -4.364236 -1.970481
Si1 3.384901 -0.071144 0.347979
F1 -2.273891 1.907814 3.782001
F2 -6.629887 1.321347 2.504706
O1 2.178789 -4.485874 -1.240912
O2 -1.927401 -0.761389 1.445357
O3 0.867569 -2.755510 -1.624355
O4 -2.305414 -1.915694 3.412956
O5 -2.317025 0.806732 -1.450001
N1 -0.374403 1.950282 0.402499
N2 1.998117 -0.150994 -0.764471
N3 0.327818 -2.430203 1.055701
N4 -2.255678 -2.342420 -1.232985
N5 0.801897 0.229182 -2.666690
C1 -0.497799 1.308276 -4.516000
C2 -1.597782 -1.668565 2.273073
C3 0.824881 2.559413 0.191588
C4 3.090580 0.334819 -4.251663
C5 -2.716105 2.090593 1.428492
C6 3.222939 0.090465 -2.895740
C7 1.389365 -3.523747 -0.776160
C8 -4.975175 1.524421 0.822150
C9 -3.286352 1.436166 -0.960064
C10 0.441256 4.000433 2.001178
C11 1.305734 3.579450 0.947506
C12 1.881103 0.675102 -4.804082
C13 -4.194291 2.058037 -2.006794
C14 2.869316 -0.075431 2.105898
C15 -0.477941 -2.642811 2.133672
C16 0.966038 -3.558389 0.639141
C17 0.755378 0.705783 -3.939067
C18 2.053580 0.062535 -2.122642
C19 -3.099936 -3.155808 -1.535067
C20 -4.510700 2.005053 3.161846
C21 1.227498 -4.615375 1.518172
C22 -0.864470 3.571962 2.099877
C23 4.667672 1.303450 0.027189
C24 -3.179271 2.055071 2.749914
C25 -1.264166 2.472156 1.231251
C26 -5.403128 1.632367 2.144668
C27 -0.321631 -3.627943 3.076543
C28 -3.640584 1.683704 0.443734
C29 0.553388 -4.648552 2.772768
C30 4.248265 -1.729903 -0.009755
H1 5.430615 1.012559 0.752082
H2 1.845429 0.382980 2.052272
H3 -3.081488 -1.287854 3.430758
H4 2.609067 -5.065335 -0.561522
H5 -0.967479 -3.708993 3.911664
H6 1.386591 2.216157 -0.637961
H7 -5.280028 1.979101 -1.718806
H8 3.750542 -2.504178 0.643944
H9 0.850496 4.699950 2.735789
H10 -0.298469 2.383520 -4.913990
H11 -0.882314 0.708131 -5.360154
H12 4.271127 2.312575 0.247144
H13 -4.010305 3.158201 -2.014520
H14 -1.537630 3.781074 2.933163
H15 1.998456 -5.371220 1.252203
H16 5.345258 -1.742887 0.348416
H17 0.738396 -5.422621 3.495828
H18 3.475713 0.584826 2.770256
H19 2.194250 4.185009 0.733343
H20 4.240383 -0.049490 -2.440856
H21 2.717915 -1.103857 2.462555
H22 -5.668386 1.320261 0.015473
H23 4.967153 1.192636 -0.997378
H24 -4.120590 1.654331 -3.052268
H25 1.726911 0.762083 -5.902116
H26 -1.215027 1.401786 -3.684570
H27 -4.707037 2.033968 4.236022
H28 4.123143 -1.972216 -1.111669
H29 4.038159 0.333668 -4.829899

Force components x, y, z for each atom (eV/Å):
0.47 0.85 0.80
0.01 0.04 0.01
-0.39 -1.00 -2.33
-0.26 0.65 -0.42
-1.54 -0.13 0.08
1.17 -0.86 0.13
0.97 -2.03 2.03
1.33 -1.47 2.05
-1.15 1.63 -0.68
1.55 -0.46 0.38
-0.32 -0.31 -0.77
0.93 0.84 -0.14
-0.74 -0.37 -0.87
-3.50 -3.51 -1.33
0.72 1.88 -2.35
-0.27 1.17 0.24
0.06 0.02 -0.64
-0.59 0.16 0.17
1.92 -0.06 0.34
2.01 -0.85 0.89
0.96 0.14 -0.45
-1.78 0.63 -1.50
-1.59 0.20 0.88
-2.04 0.82 -0.14
0.19 0.56 0.29
-1.16 1.07 0.98
-1.44 -0.28 -0.22
-1.66 0.52 -0.11
-1.32 0.95 0.52
-1.78 2.65 0.61
1.27 -0.20 0.77
1.01 -0.60 -0.84
-0.23 -0.77 3.00
2.78 2.59 1.00
1.16 -0.66 -0.09
0.22 0.30 -0.57
0.81 -1.72 -0.47
-1.38 -0.30 0.89
-0.34 -0.24 0.46
-0.39 1.32 1.51
1.94 0.67 -1.29
0.24 -0.91 -1.12
1.05 0.09 -1.79
1.17 -0.04 -0.20
1.08 -0.46 0.58
0.38 0.36 -0.24
0.63 -0.27 0.36
1.10 -0.74 -0.14
-0.83 1.07 -0.58
-0.39 0.17 0.65
0.36 -0.62 -0.58
0.95 0.08 -0.36
0.27 0.57 -0.88
-0.31 0.00 -0.23
-0.16 -1.88 0.67
-0.01 0.25 0.48
0.34 -0.44 -0.18
0.00 -0.57 -0.24
0.44 0.60 -0.47
-0.99 0.27 0.23
-1.40 -0.04 -0.88
0.09 -0.29 -0.03
-0.35 -0.78 -0.35
-0.16 -0.77 0.05
-1.39 0.01 -0.53
0.25 0.39 0.19
-0.24 -0.36 0.49
0.55 0.29 -0.33
0.35 0.19 1.14
0.20 0.40 1.03
-0.16 -0.13 -0.59
-0.24 -0.24 -0.50
0.40 0.02 1.39
-0.85 -0.07 0.08

Results of the Löwdin charge analysis, in e, for atoms 1 through 5: atom 1 (La): 2.06, atom 2 (Se): 0.42, atom 3 (Si): 0.37, atom 4 (F): 0.02, atom 5 (F): 0.08



Density functional theory data (ωB97M-V/def2-TZVPD) for a molecular structure, C30H29LuN5O4S3.

As for the HOMO-LUMO gap (spin up / spin down): 6.8 / 6.8 eV. The HOMO energy (spin up / spin down) comes out at -10.3 / -10.3 eV. For the largest force on an atom, the calculation gives 1.71 eV/Å. Its net charge is +1.

CARTESIAN COORDINATES (ANGSTROEM)
Lu1 -0.956119 -0.036403 -0.320551
S1 0.620532 -2.603947 -0.531657
S2 -2.705996 -2.425430 -1.229000
S3 -1.593826 -4.247949 1.556496
O1 -1.577498 2.036357 -0.500416
O2 -2.751216 0.501810 -1.515333
O3 -3.982060 5.310460 2.167990
O4 -5.984622 5.898769 1.633658
N1 -1.112407 0.230016 1.876369
N2 0.881396 1.035903 0.234445
N3 -4.992303 5.217957 1.503834
N4 1.051083 2.082602 0.939157
N5 1.021520 0.180342 -1.825865
C1 -5.000687 4.200526 0.415317
C2 -2.693892 1.655970 -0.979832
C3 -1.451842 -2.963824 -2.401003
C4 -3.856738 3.466411 0.207475
C5 1.607123 -0.074880 -2.999468
C6 -3.892895 2.494960 -0.785086
C7 -2.577127 -4.939624 0.209149
C8 -3.978890 -1.929231 2.861769
C9 -3.489306 -2.522720 4.014200
C10 0.408711 3.579803 2.574771
C11 -1.421160 -1.307115 3.761245
C12 -3.190619 -1.020475 2.162552
C13 -1.334032 3.129448 4.120165
C14 -6.151544 4.035488 -0.329965
C15 1.061975 -3.792407 0.745193
C16 2.944698 1.442674 -1.139651
C17 -1.554736 1.890236 3.595679
C18 2.863931 0.401672 -3.306461
C19 -5.038764 2.283728 -1.544484
C20 0.050993 -4.853794 1.155793
C21 3.535744 1.172938 -2.359553
C22 -2.208822 -2.209017 4.459038
C23 -0.339139 4.004957 3.620076
C24 -3.418257 -3.946664 -0.585841
C25 -0.152297 -3.571426 -1.845564
C26 -6.162882 3.066309 -1.324847
C27 0.188483 2.310128 1.956118
C28 -1.913970 -0.705828 2.606566
C29 1.684752 0.915215 -0.925930
C30 -0.839204 1.421253 2.455479
H1 -0.339626 -4.569195 -1.454856
H2 1.987240 -4.277463 0.429462
H3 -0.026585 -5.634328 0.399318
H4 -3.866686 -4.456156 -1.442140
H5 3.305086 0.179128 -4.266869
H6 -5.041560 1.509699 -2.300029
H7 -2.325042 1.261237 4.018323
H8 -3.264364 -5.676021 0.628738
H9 4.522392 1.560041 -2.578056
H10 3.421384 2.032988 -0.371243
H11 -1.826054 -2.663855 5.363489
H12 -0.428681 -1.050412 4.111557
H13 -1.900627 -3.667577 -3.105405
H14 -1.950725 3.456014 4.949017
H15 -0.184796 4.977060 4.064216
H16 0.558436 -3.683078 -2.664838
H17 -7.014085 4.652508 -0.125615
H18 1.315986 -3.159906 1.598115
H19 -7.053629 2.921257 -1.919804
H20 0.455810 -5.348427 2.040511
H21 1.041642 -0.666015 -3.709364
H22 -2.971836 3.637736 0.803252
H23 -4.982812 -2.147250 2.519035
H24 1.197568 4.185371 2.149019
H25 -3.603893 -0.509340 1.295989
H26 -4.250598 -3.585904 0.021625
H27 -4.099135 -3.224269 4.567168
H28 -1.919269 -5.491437 -0.460225
H29 -1.225134 -2.069803 -2.990815

Force components x, y, z for each atom (eV/Å):
0.10 -1.70 0.16
0.08 0.42 -0.12
0.13 0.21 -0.04
-0.13 0.19 0.16
-0.37 0.36 -0.16
-0.45 0.27 -0.12
0.00 -0.05 0.08
-0.04 -0.04 0.07
-0.15 0.00 0.00
0.63 0.43 -0.46
0.06 -0.01 -0.35
-0.10 -0.13 0.43
-0.21 0.05 -0.09
-0.04 0.28 0.37
0.25 0.22 0.06
0.21 -0.14 -0.11
0.00 -0.04 -0.10
-0.02 0.05 0.03
0.02 -0.07 -0.12
-0.05 -0.12 -0.24
0.10 0.00 0.01
0.03 -0.01 -0.02
0.02 -0.11 -0.07
-0.05 -0.16 0.03
-0.19 0.03 -0.06
0.01 0.17 0.12
-0.04 -0.10 -0.11
0.16 -0.08 0.20
0.08 0.01 -0.06
0.06 -0.08 -0.10
0.01 0.01 0.03
-0.10 0.05 0.06
0.19 -0.13 -0.08
0.04 0.01 -0.03
0.00 0.03 0.00
-0.10 -0.12 0.04
-0.15 -0.08 0.12
-0.21 -0.21 -0.08
0.01 0.02 0.02
0.25 0.19 -0.06
0.09 0.40 -0.08
-0.24 0.01 0.44
0.14 -0.10 0.05
-0.01 0.04 0.00
-0.01 -0.02 0.03
-0.04 0.01 -0.01
-0.01 -0.05 0.04
0.02 0.02 0.01
0.02 0.00 0.00
-0.01 0.01 -0.02
-0.01 0.01 0.00
0.00 -0.01 0.00
0.00 0.00 -0.01
0.00 -0.01 -0.01
0.00 0.01 -0.01
0.02 -0.03 0.02
0.01 -0.01 0.00
-0.02 0.00 0.01
0.00 0.02 0.00
0.00 0.00 0.01
-0.05 0.03 -0.02
0.00 -0.01 0.00
-0.03 0.02 0.01
0.00 0.00 0.01
0.00 -0.02 -0.01
0.00 0.00 0.00
-0.01 0.01 0.00
0.03 0.00 -0.01
0.04 0.04 0.03
0.00 0.01 0.01
0.03 0.00 0.03
-0.01 0.04 0.06

Results of the Löwdin charge analysis, in e, for atoms 1 through 5: atom 1 (Lu): 1.59, atom 2 (S): 0.84, atom 3 (S): 0.85, atom 4 (S): 0.91, atom 5 (O): -0.10